# 1
Density functional theory data (ωB97M-V/def2-TZVPD) for a structure of composition C44H41IN7O6Ru in a non-equilibrium geometry.

ORCA input file:
```
! RIJCOSX wB97M-V def2-TZVPD def2/J DEFGRID3
* xyz 0 6
I -2.9941 0.0148 3.8941
C -2.7091 -4.6315 -0.7408
C -1.1483 -2.4642 -3.9534
O 0.5687 -1.2067 0.7362
H -2.7373 2.8663 -4.8898
H -1.7024 -1.7606 0.7451
C 1.9260 3.0940 -3.6488
H -1.4820 -5.8350 -2.0259
H -2.6298 4.7444 -0.3474
O -0.3505 1.1110 0.0135
C -2.7656 -3.4827 0.0357
H 0.8270 0.9401 7.3157
C 2.1516 -3.8781 0.4803
O -0.6718 -0.2053 -3.2977
C 0.9457 2.1972 -3.2380
C 3.3195 -1.0324 3.1057
H 1.4712 -0.4113 -4.8833
C -0.7936 0.5896 5.9512
C 3.4128 -1.5848 5.4976
H 2.3288 1.8188 5.5378
C -0.0906 -1.3884 -3.7876
N -1.5315 5.2445 2.5985
C -3.7972 0.4661 -2.7035
N -1.2623 4.6046 3.8143
C -3.6499 1.1579 -3.9249
C 2.7002 -1.5482 4.2445
H 0.5037 1.5333 -3.9623
H 3.1521 -1.5703 -1.7780
C 0.8495 1.5963 4.0066
H 3.2373 4.6996 -3.0817
H -1.4620 3.5580 -2.9298
N -0.3860 1.2198 3.6727
H -0.5079 5.0898 4.2759
C 4.4759 -4.1584 -0.0577
H -0.0578 -0.5955 -5.7748
Ru -1.4967 1.0259 1.6978
H 3.4001 -5.3930 1.3334
H -0.3469 -2.2369 2.9209
H 5.4128 -4.6870 0.0676
H 2.4375 4.7136 -0.7323
N -2.3453 3.2577 1.7488
C -0.5777 1.2336 -1.3283
C 0.6817 -1.9046 2.9899
H 5.2578 -2.7683 -1.4925
N -2.7348 2.3830 0.6930
H 0.4796 -4.3595 -1.8472
C 3.1875 -2.4014 -1.0881
H -1.9428 6.1326 0.3803
C 2.6171 -0.9384 1.9185
H -1.7480 -2.5512 -3.0454
C 0.7259 -2.0203 -0.4461
C 1.3192 1.5087 5.3056
C 2.0510 -2.7894 -0.3872
H -2.0820 4.5727 4.4107
H -3.5735 -5.2787 -0.8223
C 1.2991 -1.3793 1.8610
C -0.4713 -2.9637 -0.5265
C -2.0831 2.6719 -2.8941
C 2.0292 4.0042 -1.4431
O -3.9921 2.0468 0.7043
C -1.5351 -4.9435 -1.4129
H -4.4954 -0.3607 -2.6410
H -1.4342 -0.7195 -1.4542
H 2.2523 3.0869 -4.6823
H 0.9033 -2.3852 5.0691
H 0.7232 3.0909 -0.0039
C 0.6320 -1.0781 -5.0807
H 4.3440 -0.6873 3.1644
C 0.7059 -1.0113 -1.6174
H -4.2143 0.8574 -4.7973
O 0.8661 -1.7829 -2.8026
C 1.0628 3.0961 -1.0296
N 3.9884 -1.6050 6.4931
H 1.5391 -0.3135 -1.4810
H 1.4616 1.9675 3.1950
N -2.4459 5.2690 0.4981
C 0.5060 2.1691 -1.9128
H -1.8037 -2.2005 -4.7847
C -2.1073 4.5091 1.5764
H 3.0752 -0.5239 1.0292
C -0.5725 -0.1979 -1.8829
H -3.2733 0.3044 -0.6654
H -1.8989 6.1833 2.6651
C 2.4759 4.0012 -2.7565
O -2.2477 2.9286 -0.6113
C 4.3893 -3.0834 -0.9274
H 1.0054 -1.9980 -5.5322
C -1.6525 -2.6577 0.1413
H 1.2782 -4.2016 1.0338
C -0.4275 -4.1151 -1.3107
C 0.4854 1.0097 6.2906
H -1.4728 0.1679 6.6770
C -3.1053 0.8278 -1.5951
C -1.1605 0.7270 4.6272
H -0.6770 -3.4271 -4.1566
C -2.0618 1.8987 -1.6178
C 3.3480 -4.5541 0.6504
C -2.8025 2.2868 -3.9757
H -3.6769 -3.2215 0.5602
C 1.3788 -1.9855 4.1825
*
```

Computed properties:
<S²>: 8.8043
HOMO-LUMO gap (alpha / beta): 6.06 / 6.86 eV
total energy: -2928.28993 Ha
E_HOMO (alpha / beta): -6.190 / -7.192 eV

These are the Mulliken partial charges, in e, on atoms 1 to 4: I 0.05; C -0.74; C -1.67; O 0.37

---

# 2
Density functional theory data (ωB97M-V/def2-TZVPD) for a structure of composition C44H41N7O3PSTc.

ORCA input file:
```
! RIJCOSX wB97M-V def2-TZVPD def2/J DEFGRID3
* xyz 1 4
H -4.5508 -8.6878 1.7878
H -4.7894 -8.1606 -2.4572
H 4.1348 2.6733 4.9468
H 0.3083 5.5746 -4.4296
N 1.2559 -0.6919 1.4224
H -5.2698 -10.4057 -2.2201
C 1.3765 4.6227 4.6888
C 4.2475 1.5797 -2.1737
C -0.7776 4.0301 -3.5962
C 2.7591 2.6130 3.3292
N -1.9201 -4.3902 -1.1668
H 3.6589 0.1068 -3.6657
H -0.0129 -0.8789 -4.3957
C -3.1103 -6.3110 -0.1701
C -2.2477 -5.1282 -0.1291
H 2.9299 4.4747 6.1620
H -0.4192 -3.5324 3.4393
H 6.3269 2.1754 -2.0284
H 3.6766 3.6479 -2.5225
H -0.5089 1.8890 3.8699
N -1.6809 -4.6586 1.0281
H -6.6724 -10.9910 -1.2970
H -3.1032 -6.7229 1.9580
C -6.0751 -10.1183 -1.5410
C -3.4592 -7.0229 0.9795
C -0.6000 -2.1348 -2.7594
C 0.3041 -1.4505 -0.6391
H 5.7842 1.1150 -0.7156
C -2.3601 0.9471 3.3483
H -2.6220 0.7417 4.3780
H 4.6556 2.9356 -3.8130
H 0.2055 7.5526 -1.3144
C 3.6071 1.5476 2.6657
Tc 2.1376 0.8175 0.0560
C 0.8262 -1.8043 3.4903
O 4.3235 0.8391 3.3387
N 0.3300 4.6491 -4.0370
H -1.2064 -2.8185 -3.3386
H 4.6229 -0.5478 -2.3293
C -4.2743 -8.1299 0.9042
C 1.5228 5.9322 -0.8137
H -1.7876 -5.0695 1.9377
H -2.7910 4.1501 -3.6112
C -1.1674 1.5994 3.0609
H 2.5926 4.1826 -0.1909
P 0.7879 2.5484 1.2629
H 0.8410 5.4093 5.2033
C 3.8545 2.7377 -3.0985
C -1.1119 -3.4082 -0.6626
C 1.5718 3.1251 2.7996
H -4.1440 0.0647 2.5519
C -3.2127 0.5662 2.3235
N -1.9484 4.6386 -3.8542
C -0.9451 -3.5454 0.6939
H -1.4262 1.6838 -0.3245
N 0.9376 -0.4011 -1.2283
H 5.2976 2.8070 -0.7278
C -4.4241 -7.8522 -1.4893
S -0.7011 2.5627 -2.7845
C 0.2907 6.5762 -0.8540
C -1.6809 1.4771 0.7100
H -1.5901 4.2740 0.7629
H -2.0120 5.4544 -4.4386
H 2.0444 -0.0562 3.2150
H 2.3979 6.4039 -1.2428
C -2.8724 0.8349 1.0025
H 5.3956 0.4237 -3.5873
H -6.7075 -9.3636 -2.0133
C 1.4167 -0.7885 2.7323
H 1.0018 -1.8316 4.5558
H -0.0233 4.5418 3.0793
C -0.4774 -2.3398 -1.3743
C 5.4935 1.9425 -1.3629
C 0.5137 4.0941 0.3622
O -5.5547 -9.6443 -0.3069
C -0.8242 1.8721 1.7407
H -3.5347 0.5433 0.1976
N 3.1345 1.3475 -1.2877
C 4.4902 0.3099 -2.9892
H -3.3344 -6.1915 -2.2889
C 2.5458 4.0983 5.2233
O 3.5099 1.4725 1.3674
C -4.7631 -8.5519 -0.3339
H -1.7866 6.4745 -0.3288
C -0.1500 -2.6582 1.4784
C 1.6329 4.6882 -0.2175
H 1.3507 0.6218 -2.9423
C 0.0442 -2.7387 2.8670
C -0.8272 5.9751 -0.2978
C -3.6021 -6.7401 -1.3964
C -0.7162 4.7355 0.3201
C 3.2226 3.0977 4.5504
H 1.2158 4.2650 -3.7583
H 2.9471 2.4886 -3.6538
C 0.8271 -0.2293 -2.5356
C 0.0540 -1.0796 -3.3363
C 0.8930 4.1327 3.4890
C 0.4775 -1.6096 0.7908
*
```

Computed properties:
<S²>: 3.7692
HOMO-LUMO gap (alpha / beta): 6.69 / 6.47 eV
total energy: -3130.58555 Ha
E_HOMO (alpha / beta): -9.489 / -9.976 eV

These are the Mulliken partial charges, in e, on atoms 1 to 4: H 0.43; H 0.40; H 0.54; H 0.23

---

# 3
Density functional theory data (ωB97M-V/def2-TZVPD) for a structure of composition C44H43AsIrN6S3 in a non-equilibrium geometry.

ORCA input file:
```
! RIJCOSX wB97M-V def2-TZVPD def2/J DEFGRID3
* xyz 3 1
H 0.6681 -5.4535 -3.0994
C -3.9050 -4.2395 -2.6147
H -3.6155 3.5882 1.2037
N -1.5893 -2.4854 1.1961
H 6.2251 0.3257 7.1403
H 6.2888 4.4112 -1.1441
N -2.2116 -2.3597 2.4079
C 4.4310 0.2613 5.9727
C -1.4957 -3.6266 0.5910
C -5.2785 2.6189 0.2546
C 4.2779 4.0638 -0.5004
C -3.3819 1.0510 -1.0279
C 3.8678 2.9597 -3.0102
C 2.8260 3.0016 -2.0956
H -1.9256 2.1980 0.0520
H 1.2023 -1.3246 -2.0925
N -2.8178 -1.0702 4.2096
C -4.2357 -3.4811 -1.4984
Ir -0.5500 -0.9155 0.4849
H -2.3061 -5.5784 0.2956
C -2.2238 0.9375 -3.7818
H -2.7522 -4.3284 -4.4216
H 4.4412 4.5294 0.4650
H -3.0939 -4.6715 1.5702
H 2.9956 2.5208 4.4328
S -1.7029 0.2518 2.2245
H -5.0566 0.1034 -2.0033
C -2.1301 -4.8737 1.1023
C -2.9825 2.0366 -0.1352
H 2.9620 4.0545 2.4675
H -0.7455 2.4248 -3.3084
C -3.1574 0.4805 -4.7053
C -0.4131 -4.6949 -1.4079
C -0.6576 -3.5877 -0.6086
C 1.0507 -3.3692 -2.7496
N 2.1384 0.9210 3.3950
H -2.5431 -3.1915 2.8757
C 0.4533 -4.5904 -2.4841
N -0.0728 -2.3919 -0.8889
C 1.8698 3.6659 0.1457
C 1.5080 1.4550 1.1357
N 1.9822 2.6833 1.2280
H -1.7932 -2.0703 -4.1362
H 4.1462 -1.1977 2.9238
H 1.3444 2.8020 3.8470
C -3.3542 1.2011 -5.8737
C -3.9301 2.8203 0.5089
H -4.0968 0.8638 -6.5843
C -4.7363 0.8548 -1.2923
H 1.8593 4.6555 0.6020
H 1.7352 -3.2454 -3.5763
H -0.8883 -5.6394 -1.1905
H -6.0206 3.2247 0.7570
H -3.7467 -0.4069 -4.5140
C -3.6807 -2.2212 -1.3242
C -1.6767 2.7922 -5.2060
C 4.6044 -0.8490 3.8437
C 5.3210 4.0089 -1.4105
H -2.7384 2.8706 -7.0671
H 0.9248 3.5066 -0.3727
C -2.6062 2.3408 -6.1337
C 2.3139 2.3564 3.6003
H 7.5859 -0.8347 5.4362
H 3.8405 0.7804 6.7193
C 3.8381 -0.1734 4.7931
H 1.8550 -0.8908 4.3754
H -6.7287 1.4976 -0.8646
H 6.5301 -1.6417 3.3510
C -5.6783 1.6444 -0.6497
H 1.9129 0.5375 5.4232
C 2.3611 0.0557 4.5524
C 6.5328 -0.6624 5.2619
S 0.6885 0.9457 -0.2830
C -2.4746 -2.4684 -3.3919
C 5.7734 0.0059 6.2114
C 5.9442 -1.1012 4.0820
H -1.4798 -5.3679 1.8304
H -4.3459 -5.2178 -2.7550
C 5.1179 3.4517 -2.6659
C 2.8775 2.9777 2.3449
H 3.8717 2.5689 2.1407
H 3.7001 2.5514 -3.9980
C 1.7268 0.5009 2.2176
C -1.4789 2.0846 -4.0315
H -4.9464 -3.8633 -0.7755
As -2.0417 0.0675 -2.0476
H 1.8491 2.6225 -2.3710
H -3.2274 -1.8631 4.6820
C -2.8275 -1.6899 -2.2907
H 5.9321 3.4098 -3.3763
C 0.7526 -2.2954 -1.9292
C 3.0220 3.5648 -0.8382
H -1.0993 3.6847 -5.4046
C -2.2759 -1.1498 3.0046
H -3.9395 -1.6255 -0.4541
S 1.4533 -1.1814 1.9392
H -2.9328 -0.1668 4.6416
C -3.0145 -3.7365 -3.5540
*
```

Computed properties:
HOMO-LUMO gap (alpha / beta): 5.62 / 5.62 eV
total energy: -5564.88257 Ha
E_HOMO (alpha / beta): -15.208 / -15.209 eV

These are the Mulliken partial charges, in e, on atoms 1 to 4: H 0.50; C -0.63; H 0.48; N -0.24

---

Listing energy relative to the best compared isomer or geometry (same formula, charge and spin) for the structures above in their given order: 33.0; 8.8; 43.7 kcal/mol.